Below is C6H4CsO5 as an isolated structure, with properties calculated with wB97M-V/def2-TZVPD.

```
16
Properties=species:S:1:pos:R:3:forces:R:3
Cs 0.799998 1.123800 -2.742298 -0.488 -0.422 0.834
C 0.051180 0.588569 0.558737 -0.748 -2.644 -0.382
C -0.254682 1.166783 1.772297 2.299 5.235 0.618
C -1.091238 0.460684 2.838280 -1.826 1.593 3.949
O -1.546132 1.031203 3.943003 1.904 -0.591 -3.426
C -1.415372 -0.858374 2.638131 -0.134 -2.415 -1.468
C -1.187416 -1.576732 1.435052 1.109 1.053 -1.109
C -0.275519 -0.778011 0.339981 -1.259 0.103 0.633
O -0.017973 -1.420223 -0.680056 0.861 -0.091 -1.506
O -1.583158 -2.695299 1.077603 0.082 0.574 0.656
O 0.274089 2.369137 1.926805 -1.949 -2.968 0.673
H 0.735973 1.103791 -0.098531 0.177 0.143 0.246
H -1.973615 -1.469043 3.332278 -0.209 0.517 0.582
O 2.341925 0.395299 -5.096017 0.023 0.074 -0.069
H 2.019376 -0.222795 -5.751878 -0.117 -0.277 -0.162
H 3.122565 0.781211 -5.493385 0.276 0.117 -0.069
```
Positions in Å, forces in eV/Å.

Summary:
Energy (a.u.): -627.35803
ΔE to the lowest compared entry with this formula, charge and spin (eV): 0.309
Net charge: -1

Atomic partial charges in e from the Mulliken method, atoms 1 to 2: 0.969 -0.281



Below is C6H4F18N4O12S6 as an isolated structure, with properties calculated with wB97M-V/def2-TZVPD.

```
50
Properties=species:S:1:pos:R:3:forces:R:3
N -0.346772 0.915065 0.218684 -1.204 0.266 -0.609
H 0.315140 0.142447 0.045910 0.160 0.222 0.043
H -1.128182 0.606736 0.849644 0.754 0.439 0.070
H -0.795929 1.218855 -0.703488 0.773 -0.533 0.623
H 0.120038 1.756418 0.551792 0.068 -0.213 0.202
C 3.353381 -2.002487 -2.116348 -0.289 0.703 0.532
F 4.581538 -2.494530 -2.052760 0.315 -0.224 -0.282
F 3.407270 -0.743804 -2.560125 0.279 0.001 -0.206
F 2.643450 -2.709866 -2.988105 -0.080 -0.217 -0.030
S 2.561595 -1.997723 -0.420548 0.145 0.438 -0.206
O 1.828648 -0.755063 -0.401751 0.095 0.178 0.003
O 1.790386 -3.198059 -0.387845 0.043 -0.521 0.171
N 3.849380 -1.914353 0.505927 -0.961 -0.690 0.048
S 3.948771 -3.025924 1.653700 0.588 0.081 0.104
O 2.778122 -3.227633 2.442784 -0.458 0.102 0.148
O 4.699189 -4.196163 1.293166 0.266 0.106 -0.223
C 5.053958 -2.044833 2.764275 -0.191 -0.276 -0.377
F 6.134603 -1.587036 2.128718 0.169 0.084 0.018
F 4.386506 -1.016751 3.272891 0.066 0.241 0.163
F 5.466585 -2.824127 3.770409 0.055 -0.027 0.149
C -2.267242 -2.033913 0.399643 0.476 0.086 0.130
F -1.160721 -1.616070 -0.236830 -0.263 -0.130 -0.008
F -3.326702 -1.546155 -0.228340 -0.233 0.067 -0.172
F -2.301419 -3.367226 0.346077 -0.037 0.272 0.000
S -2.221539 -1.541537 2.186106 -0.034 -0.706 -0.256
O -3.374005 -2.204080 2.728175 -0.351 0.353 0.001
O -0.950668 -1.998547 2.647043 0.356 0.364 -0.286
N -2.378612 0.097672 2.078252 -0.271 -1.567 0.887
S -2.736532 0.568048 3.584975 0.462 0.513 -0.040
O -4.119423 0.572294 3.927711 -0.660 0.265 -0.323
O -1.842655 0.027153 4.564894 0.204 0.151 0.151
C -2.261023 2.363916 3.399388 -0.083 -0.282 0.587
F -0.995405 2.549346 3.774285 0.193 0.002 -0.210
F -2.410878 2.805659 2.159037 -0.056 0.201 -0.242
F -3.022588 3.098583 4.221574 -0.066 0.046 -0.152
C -2.504324 4.006858 -1.824350 0.913 0.367 -0.867
F -2.769102 3.670326 -0.580442 -0.248 -0.123 0.394
F -3.353796 3.433947 -2.651598 -0.538 -0.208 -0.099
F -2.622696 5.337210 -1.963713 -0.041 0.013 0.234
S -0.763248 3.509046 -2.269606 0.235 -1.537 1.912
O -0.382430 4.207580 -3.446213 -0.460 -0.099 -0.632
O 0.002078 3.755261 -1.084542 -0.019 0.415 0.648
N -0.950053 1.850091 -2.282110 -0.161 1.945 -1.169
S -0.776853 1.368801 -3.791665 0.325 0.080 -1.240
O -1.839109 1.789526 -4.663062 -0.382 -0.307 0.118
O 0.553989 1.588046 -4.270401 0.438 -0.327 -0.109
C -0.923197 -0.462605 -3.670099 -0.588 0.344 1.048
F -2.048095 -0.791239 -3.012525 -0.063 -0.050 -0.208
F -0.990609 -0.940689 -4.901845 0.162 -0.264 -0.192
F 0.089182 -0.998467 -3.006752 0.200 -0.047 -0.245
```
Positions in Å, forces in eV/Å.

Summary:
Energy (a.u.): -5539.76890
ΔE to the lowest compared entry with this formula, charge and spin (eV): 0.000
Net charge: -2

Atomic partial charges in e from the Mulliken method, atoms 1 to 2: 0.333 0.177



Below is one molecule with the formula C6H4F2N2O, with properties calculated with wB97M-V/def2-TZVPD.

```
15
Properties=species:S:1:pos:R:3:forces:R:3
C 2.425709 0.051417 0.300618 -5.090 0.509 -1.690
C 1.631090 -0.000527 -0.932276 4.125 -1.063 1.717
C 1.624069 0.276700 1.459127 5.406 0.037 -0.915
C -0.182113 0.181795 0.301975 -5.019 -0.872 0.579
C -2.298859 -0.505594 -1.089947 -0.015 -0.382 -3.081
C -2.056491 0.078945 0.233510 4.420 1.641 1.310
N 0.337344 0.009901 -0.892709 -1.293 0.570 0.626
N 0.348535 0.324557 1.511606 -2.677 0.143 -1.309
O -2.705531 -1.625684 -1.284334 0.203 0.830 0.444
F -2.449369 1.380122 0.318608 -0.243 -0.286 -0.250
F -2.545111 -0.571124 1.269856 -0.061 -0.339 0.111
H 3.452731 -0.040526 0.393441 1.742 -0.046 -0.180
H 2.075134 -0.213437 -1.912338 0.077 0.357 0.384
H 2.275438 0.487658 2.305039 -0.756 -0.218 0.703
H -1.932573 0.165799 -1.982180 -0.818 -0.882 1.551
```
Positions in Å, forces in eV/Å.

Summary:
Energy (a.u.): -615.44341
Net charge: 0
SMILES string: O=CC(F)(F)c1ncccn1

Atomic partial charges in e from the Mulliken method, atoms 1 to 2: -0.467 -0.203



Below is one molecule with the formula C6H4F3NO4, with properties calculated with wB97M-V/def2-TZVPD.

```
18
Properties=species:S:1:pos:R:3:forces:R:3
C 2.245901 1.381458 0.061331 -1.863 -0.935 -1.081
C 0.430319 0.600443 1.259910 -0.669 -2.743 1.493
C -0.945186 -0.099034 -0.719143 -1.280 1.541 -1.896
C 1.642181 0.373718 -0.896446 -4.359 -0.405 1.444
C 0.343241 -0.286834 0.006293 2.404 3.385 -1.723
C -2.298528 -0.173051 0.116452 -0.265 0.238 -0.873
N 0.444732 -1.697718 0.237757 -1.738 -0.999 -1.087
O 3.089229 2.158180 -0.154745 1.129 0.696 0.315
O -0.259553 0.388700 2.232760 0.881 0.983 -1.067
O -1.006666 0.133505 -1.916617 -0.219 -0.573 1.813
O 1.487481 1.410351 1.246380 0.526 0.919 0.211
F -2.247806 -1.121349 1.042977 -0.084 -0.219 0.451
F -2.569761 1.006370 0.668657 0.636 0.316 0.493
F -3.355468 -0.416022 -0.649826 0.152 -0.534 -0.634
H 1.159649 0.790253 -1.822685 1.071 -0.155 0.896
H 2.144086 -0.525066 -1.051851 1.709 -0.976 -0.631
H -0.047325 -2.100504 -0.646526 1.356 0.155 2.019
H -0.256533 -1.823400 0.985319 0.612 -0.694 -0.144
```
Positions in Å, forces in eV/Å.

Summary:
Energy (a.u.): -886.34066
Net charge: 0
SMILES string: N[C@]1(C(=O)C(F)(F)F)CC(=O)OC1=O

Atomic partial charges in e from the Mulliken method, atoms 1 to 2: 0.576 0.183



Below is one molecule with the formula C6H4N2, with properties calculated with wB97M-V/def2-TZVPD.

```
12
Properties=species:S:1:pos:R:3:forces:R:3
C 0.275654 2.194824 -1.025496 -4.828 7.874 -1.888
C 0.417118 0.844183 -0.303131 -2.830 2.720 2.502
C 0.647407 -0.350485 -0.909346 -0.851 -1.611 -0.374
C 0.323028 -1.485822 -0.126872 2.212 0.273 -3.819
C -0.379468 -1.439306 1.026884 1.742 -3.314 -1.794
C -0.299582 0.822437 0.956100 -0.419 -4.750 -1.131
H 0.733731 -0.219912 -1.990159 0.860 -1.174 0.197
H 0.489112 -2.530392 -0.398872 0.336 0.608 -0.840
H -0.495152 -2.449092 1.282022 -1.254 -1.172 1.748
H -0.569138 1.754523 1.299361 -0.935 1.547 1.388
N -0.271864 3.317937 -1.399316 5.332 -10.142 3.199
N -0.870847 -0.458895 1.588827 0.634 9.141 0.812
```
Positions in Å, forces in eV/Å.

Summary:
Energy (a.u.): -340.40193
ΔE to the lowest compared entry with this formula, charge and spin (eV): 3.205
Net charge: 0
SMILES string: N#Cc1cccnc1

Atomic partial charges in e from the Mulliken method, atoms 1 to 2: 0.002 0.467



Below is a 2-piece molecular cluster, C6H4N2 overall, with properties calculated with wB97M-V/def2-TZVPD.

```
12
Properties=species:S:1:pos:R:3:forces:R:3
C 0.461466 -1.678822 -0.066835 -0.086 -0.649 -0.342
C 0.727163 -1.638824 -1.373355 -0.057 0.241 0.421
C -1.323152 1.196999 0.220011 -0.584 0.496 0.659
N -1.795355 0.180424 -0.042810 0.294 0.115 -0.150
H -0.521740 -1.919189 0.317788 -0.142 0.687 -0.162
H -0.066341 -1.545399 -2.095551 -0.232 -0.334 -0.031
H 1.732003 -1.676579 -1.762967 0.189 0.347 0.101
C 1.490404 -1.755384 0.922388 0.640 -1.111 -0.231
C -1.045573 2.501952 0.632183 -0.246 0.776 -0.601
C -1.046589 3.704231 0.761102 0.340 -1.652 -0.058
N 2.340017 -2.115927 1.611086 -0.092 0.611 0.243
H -0.952304 4.746519 0.876960 -0.022 0.474 0.152
```
Positions in Å, forces in eV/Å.

Summary:
Energy (a.u.): -340.40345
ΔE to the lowest compared entry with this formula, charge and spin (eV): 3.164
Net charge: 0
SMILES string: C#CC#N.C=CC#N

Atomic partial charges in e from the Mulliken method, atoms 1 to 2: -0.296 -0.580



Record-wise HOMO-LUMO gap values, in eV: 3.17, 9.65, 10.07, 10.28, 9.50, 10.41
Record-wise LUMO values, in eV: 0.59, 4.37, 0.03, -0.59, -0.47, 0.24
Record-wise HOMO level values, in eV: -2.58, -5.28, -10.04, -10.87, -9.97, -10.17